# 1
Molecular formula: C4H8BrO2PdS
Method: DFT, wB97M-V/def2-TZVPD

Positions of all 17 atoms, in Å:
Pd (5.01945, 2.65617, -6.04331)
Br (1.36353, 3.91946, -3.66627)
S (0.60140, -1.26597, 1.28285)
O (2.04614, -1.35369, 1.56784)
O (-0.36743, -2.26394, 1.82003)
C (0.14431, -0.95062, -0.44831)
C (-1.36347, 0.41445, 0.95084)
C (-1.38246, -0.66258, -0.32263)
C (-0.11999, 0.28207, 1.80706)
H (-1.67716, -0.22288, -1.27547)
H (-1.55244, 1.36013, 0.44282)
H (-2.16438, 0.19115, 1.65566)
H (-1.88953, -1.59545, -0.07621)
H (0.60490, -0.06395, -0.88393)
H (0.25623, -1.76283, -1.16657)
H (0.74744, 0.85731, 1.48339)
H (-0.26655, 0.46117, 2.87221)

Results
* LUMO level (alpha / beta): -6.007 / -10.369 eV
* ⟨S²⟩: 2.01
* 2S+1: 3
* electronic energy: -92715.072 eV
* energy relative to the best compared isomer or geometry (same formula, charge and spin): 3.627 eV
* net charge: +1
* highest occupied orbital energy (alpha / beta): -12.145 / -12.067 eV

=====

# 2
Molecular formula: C47H87ClF2N3O12S2Si
Method: DFT, wB97M-V/def2-TZVPD

Positions of all 155 atoms, in Å:
Cl (-2.68947, -5.25186, -1.08521)
S (1.35389, -4.66761, 5.05907)
S (1.06403, 2.17240, -1.29943)
Si (-2.78357, -1.39274, -4.86694)
F (0.55082, -4.57810, -4.67446)
F (2.05488, -2.79288, -4.32873)
O (10.43105, 3.44155, -1.97730)
O (10.53413, -0.08690, -2.17461)
O (-10.26242, 3.42519, 5.33491)
O (-2.19773, 6.94653, -0.23296)
O (-7.23280, 3.43990, 3.51264)
O (2.83219, -4.35698, 4.72649)
O (1.31010, -6.17217, 5.50287)
O (-7.41380, 3.37163, 6.63704)
O (12.59499, 1.65380, -0.58648)
O (-4.58415, 6.97124, 1.79619)
O (-1.97421, 4.58641, 1.81134)
O (0.92079, -3.60762, 6.35536)
N (2.31267, -5.43117, -2.66909)
N (1.69865, -4.34818, 0.14098)
N (5.95352, -2.60761, -2.44115)
C (-4.28098, -0.95867, 0.27493)
C (-1.53465, 6.84738, 1.03268)
C (0.16959, -4.37042, 3.59462)
C (-2.05801, 0.27221, -5.53774)
C (-6.41597, 4.00172, 2.49815)
C (-11.58485, 2.95025, 5.53951)
C (1.65481, -0.66358, -1.57876)
C (1.39379, -4.26512, -2.23644)
C (-9.76088, 4.11905, 6.47973)
C (0.20453, -5.20303, -1.52423)
C (0.97359, -3.56374, -3.63144)
C (-4.57259, 7.20828, 0.38648)
C (-1.33436, -2.71693, -4.90377)
C (2.01274, -3.36049, -0.96141)
C (-1.55165, 3.23273, 1.84391)
C (0.39128, 0.42728, -1.69093)
C (0.20032, -4.72531, 0.07848)
C (11.36878, 1.03256, -0.18420)
C (-1.19673, -5.52964, -2.21495)
C (6.40800, -1.87362, -1.23319)
C (11.12362, -0.30382, -0.89051)
C (-7.33587, 2.31973, 5.66813)
C (-8.28027, 4.45904, 6.29229)
C (-4.73546, -2.25941, -0.66821)
C (-3.49971, 6.35189, -0.29061)
C (-1.69558, -7.98951, -1.14001)
C (11.84224, 3.63358, -1.85376)
C (9.71310, 4.65382, -1.80072)
C (10.50715, -1.27174, -2.95402)
C (4.54116, -3.10585, -2.39486)
C (12.56846, 2.28628, -1.87152)
C (-3.39591, 0.21254, -0.45947)
C (-4.28968, -2.41313, -2.26932)
C (1.97325, -4.20733, 1.58497)
C (-0.32486, -2.53334, -3.58037)
C (-3.36167, -1.23218, -2.99997)
C (3.59949, -2.83497, -1.09036)
C (-4.30747, -2.02767, -5.89837)
C (-5.45184, 7.86521, 2.47749)
C (-1.23636, -7.17411, -2.52591)
C (5.65229, -1.45432, 0.14210)
C (-2.97376, 0.05723, -2.03639)
C (0.92666, -3.35366, 2.50531)
C (-6.46957, 2.69074, 4.46116)
C (-0.96143, 5.45128, 1.29198)
C (1.23288, -1.93390, -0.63922)
C (4.10308, -1.96818, 0.25412)
H (12.17591, 4.23621, -2.70543)
H (-11.60475, 2.22262, 6.35649)
H (4.19431, -3.71875, -3.32937)
H (12.07004, -0.84556, -1.00276)
H (11.48395, 0.83252, 0.88637)
H (-7.06168, 4.52474, 1.78807)
H (-0.97838, -2.63588, -2.61673)
H (0.18568, -2.65766, 1.93175)
H (-4.38162, 8.27031, 0.19390)
H (-8.06876, 4.82896, 5.28642)
H (9.94770, -2.05938, -2.44042)
H (-8.02734, 5.26183, 6.99269)
H (-5.10658, 8.89632, 2.35546)
H (13.61794, 2.47217, -2.12257)
H (12.06053, 4.16514, -0.92036)
H (1.77717, 2.62329, -2.45648)
H (1.58387, -2.63068, 3.19197)
H (-3.05566, 1.16249, 0.16463)
H (-1.51622, 0.91524, -4.69290)
H (1.36411, -1.55758, 0.46734)
H (7.55096, -1.52436, -1.28156)
H (-5.55692, 6.93527, -0.00897)
H (10.01127, -1.04769, -3.90198)
H (-0.73093, -2.52044, -5.90937)
H (3.40992, -1.78586, 1.19471)
H (11.52674, -1.60817, -3.16694)
H (0.11404, -1.43453, -3.74264)
H (-5.43224, 7.61695, 3.54208)
H (-0.05142, -5.73645, 0.61756)
H (-2.18244, 7.18268, 1.84596)
H (0.69608, -6.28399, -1.39039)
H (-4.61727, -3.37315, -2.87121)
H (-5.86737, 3.21874, 1.96605)
H (-0.05008, 0.50736, -2.77102)
H (10.01946, 5.39507, -2.54369)
H (-2.87965, -8.08423, -1.05591)
H (-0.58930, -3.87808, 0.23216)
H (-4.05244, -2.02303, -7.04334)
H (-12.26332, 3.77986, 5.75573)
H (0.05522, -2.06735, -0.78535)
H (-10.33428, 5.04584, 6.58969)
H (2.13515, -0.92236, -2.60819)
H (-1.85874, -3.75839, -4.94409)
H (2.49008, -0.06201, -0.97307)
H (-2.35227, 2.63385, 2.28559)
H (-0.55835, 5.03479, 0.36147)
H (10.52400, 1.71637, -0.29489)
H (-2.89507, 0.92378, -6.06056)
H (-4.51400, -3.13738, -5.51643)
H (9.86950, 5.04395, -0.79046)
H (-6.47633, 7.76368, 2.10947)
H (-5.36482, -3.09069, -0.11263)
H (-2.31331, 0.89446, -2.53370)
H (2.72455, -5.27414, -3.60520)
H (-11.91546, 2.45239, 4.62398)
H (-5.60448, 3.27862, 4.78951)
H (12.16768, 1.61458, -2.63411)
H (10.42379, -0.90450, -0.29833)
H (-1.30490, -9.11641, -1.15297)
H (-0.16374, 5.51955, 2.04050)
H (-4.56404, -0.83805, 1.40603)
H (-6.85281, 1.48469, 6.18656)
H (8.64807, 4.44304, -1.92973)
H (-1.21850, -7.50027, -0.16441)
H (3.06732, -3.88853, 1.90453)
H (1.89172, -5.32032, 2.02635)
H (-1.36664, 2.86930, 0.82814)
H (-2.12259, -7.36895, -3.29498)
H (-0.69732, 7.55100, 0.97600)
H (-0.78698, -3.81615, 3.99032)
H (-6.12587, 1.77544, 3.96582)
H (-5.26323, -1.39274, -5.63119)
H (3.10599, -5.54306, -1.99989)
H (-0.19509, -7.56590, -2.91127)
H (-0.11816, -5.38821, 3.05782)
H (-3.48508, 5.33080, 0.09735)
H (-5.71861, 4.72576, 2.93122)
H (2.12242, -5.30499, -0.06861)
H (6.11930, -0.83461, 1.02624)
H (-1.22227, 0.00383, -6.33534)
H (0.39322, -4.20619, 6.99352)
H (-1.48188, -5.02159, -3.21733)
H (-8.33113, 1.98149, 5.37058)
H (-0.65083, 3.12379, 2.45530)
H (-0.38693, 0.18770, -0.85063)
H (-3.74094, 6.29002, -1.35690)
H (-9.89297, 3.49783, 7.37309)

Results
* LUMO level: -3.163 eV
* electronic energy: -126660.482 eV
* net charge: +1
* highest occupied orbital energy: -10.439 eV

=====

# 3
Molecular formula: C4H11FN2
Method: DFT, wB97M-V/def2-TZVPD

Positions of all 18 atoms, in Å:
F (-3.06646, 0.79078, 0.10324)
N (-2.46739, -0.69640, -1.49161)
N (-1.91233, -1.00070, 0.92370)
C (-2.12732, -0.16455, -0.21034)
C (2.76368, 0.12571, 0.66761)
C (1.37302, 0.03758, -0.11054)
C (0.49597, 1.27665, 0.02925)
H (0.51090, 2.05161, -0.70698)
H (-1.69551, -1.99403, 0.77761)
H (2.48559, 0.14420, 1.63332)
H (-2.59765, 0.14530, -2.10908)
H (-1.13994, -0.66296, 1.52708)
H (-1.57953, -0.97878, -1.92401)
H (3.25146, 1.02765, 0.39580)
H (1.59330, -0.13989, -1.18890)
H (0.67510, -0.72775, 0.14238)
H (3.33479, -0.77182, 0.55070)
H (0.10233, 1.53738, 0.99076)

Results
* LUMO level (alpha / beta): 0.761 / 0.496 eV
* electronic energy: -10020.226 eV
* energy relative to the best compared isomer or geometry (same formula, charge and spin): 3.276 eV
* highest occupied orbital energy (alpha / beta): -8.062 / -7.225 eV